[1]
Computed, not measured: a 13-piece molecular cluster, C4H35N2O12 overall in a non-equilibrium geometry, with ωB97M-V with the def2-TZVPD basis set.

```
53
Properties=species:S:1:pos:R:3:forces:R:3:mulliken_charge:R:1
C 2.2540 -1.4544 0.2276 -0.864 0.190 -0.712 -1.0125
C 2.3610 -0.3713 -0.8615 1.968 -0.831 -0.173 -1.0974
C 1.6184 0.8650 -0.4399 1.457 -0.875 0.238 0.7709
C 2.0077 1.5844 0.6108 -0.530 1.102 -1.126 -1.1068
N 0.3703 1.0308 -1.2160 0.914 -0.859 0.870 0.2077
N 0.8450 -1.5305 0.6609 0.186 -0.153 0.578 0.1074
H 2.5958 -2.4113 -0.2307 0.212 0.543 0.800 0.3127
H 2.9087 -1.0421 1.0252 -0.593 -0.984 -0.137 0.4358
H 2.2341 -0.7413 -1.8853 -1.261 0.057 0.064 0.4584
H 3.4632 -0.2952 -0.9524 -0.347 1.019 0.372 0.3931
H 2.9240 1.4691 1.1733 0.053 -0.702 -0.335 0.2148
H 1.5785 2.5555 0.8173 -0.635 -0.107 0.209 0.3653
H -0.3743 1.2083 -0.5268 -0.591 0.099 -0.386 0.1535
H 0.0909 0.0559 -1.6285 -0.137 1.931 0.686 0.3525
H 0.4537 1.7670 -1.9123 -0.025 0.244 -0.010 0.4289
H 0.7792 -1.9165 1.6078 0.219 0.091 -0.314 0.0349
H 0.2922 -2.1615 0.0913 0.504 -0.175 0.020 0.2004
H 4.8356 2.8584 -1.0908 -0.434 0.267 -0.281 0.2952
H 3.6407 1.8846 -1.5369 -0.070 0.829 0.079 0.3570
O 4.5026 1.9631 -1.1299 0.838 -0.992 0.296 -0.6034
H -0.3278 2.1479 1.7263 -0.172 0.107 0.465 0.2761
H -1.2787 3.3021 1.8797 -0.209 0.012 0.208 0.3448
O -0.5843 2.8364 2.3626 0.187 -0.248 -0.534 -0.6732
H -1.5073 -0.8086 -2.6184 -0.130 -1.398 0.906 0.3613
H -1.2070 -1.4412 -1.0470 -0.635 0.025 -1.134 0.2379
O -1.4060 -0.6857 -1.6440 0.174 0.043 -0.372 -0.6964
H -1.5336 -0.0080 3.6806 0.020 0.192 0.073 0.2966
H -0.5576 1.1500 3.9052 -0.084 -0.055 -0.121 0.2918
O -0.6318 0.1858 3.9580 0.140 -0.180 -0.072 -0.5948
H 0.9442 -1.4988 3.8748 -0.315 0.007 0.626 0.3079
H 1.2738 -3.0365 4.2299 -0.144 0.908 -0.043 0.2870
O 1.3392 -2.3218 3.5750 0.251 -0.761 -0.536 -0.6495
H -0.8661 -0.4951 -4.5226 -0.135 -0.088 -0.231 0.3074
H -1.5436 -1.7995 -4.9572 -0.131 0.173 0.428 0.2845
O -1.5299 -1.1393 -4.2438 0.331 0.105 -0.695 -0.6139
H 2.3900 3.4555 -2.7865 -0.121 -0.392 0.000 0.2851
H 1.9730 4.2911 -1.6597 -0.281 -0.313 0.453 0.2760
O 1.9640 3.3553 -1.9200 0.257 0.911 -0.863 -0.5550
H 0.2727 -4.7084 1.8112 0.156 -0.062 0.132 0.2830
H 0.0359 -5.4288 0.4669 -0.042 0.099 0.211 0.2915
O -0.2059 -4.6489 0.9827 -0.213 0.032 -0.381 -0.5756
H -4.6396 -0.4486 -0.9222 0.766 -0.033 -0.020 0.3098
H -4.3001 -0.3093 -2.4988 0.667 -0.005 0.414 0.3044
O -4.9604 -0.4010 -1.8168 -1.437 0.020 -0.369 -0.6066
H -4.0646 4.1445 0.4080 0.402 0.243 0.006 0.2952
H -4.3345 2.7250 0.1419 0.682 -0.086 -0.034 0.3022
O -3.5749 3.3303 0.2320 -0.979 -0.116 0.044 -0.5804
H -1.6707 -1.7921 1.5846 -0.144 -0.493 -0.011 0.2365
H -1.7647 -3.1234 0.7737 0.157 -0.031 0.223 0.2610
O -1.8290 -2.1599 0.7045 -0.464 -0.479 -0.029 -0.6149
H -2.3662 -0.1122 0.0961 -0.449 0.482 -0.346 0.2743
H -1.1033 -0.3106 0.8064 -0.790 2.179 -0.133 0.3200
O -1.7865 0.4358 0.6337 1.822 -1.488 0.999 -0.5423
```
Forces are in eV/Å.

Calculated values
- Gap between HOMO and LUMO: 9.55 eV
- Energy: -32259.3272 eV
- Total charge: +1
- Strongest force on any atom: 2.56 eV/Å
- Energy above the lowest of the compared OMol25 structures with the same formula, charge and spin: 3.762 eV
- M: 303.3 u
- 2S+1: 1

---

[2]
Computed, not measured: a 13-piece molecular cluster, C4H35N2O14 overall in a non-equilibrium geometry, with ωB97M-V with the def2-TZVPD basis set.

```
55
Properties=species:S:1:pos:R:3:forces:R:3:mulliken_charge:R:1
N 1.0945 1.2785 1.5743 0.458 -1.552 -0.029 0.2260
C 1.8184 -0.0225 1.7417 0.746 0.144 -1.288 -0.1311
C 3.1330 -0.0714 0.9481 -0.308 -0.993 -0.355 -0.9875
N 3.0298 -0.3903 -0.4586 -0.142 -0.624 0.285 0.0031
C 2.2063 -1.4021 -1.0427 -1.563 0.503 0.195 -1.5006
C 0.7398 -0.9135 -1.3979 2.026 -0.181 1.093 0.4649
O 0.2978 -1.5496 -2.4974 -0.055 -0.978 0.935 -0.5705
O 0.1929 -0.0670 -0.7305 -0.645 -0.193 -0.947 0.1978
H 1.1391 1.6502 0.6150 0.477 -0.148 0.230 0.0998
H 0.0929 1.0609 1.6431 0.051 1.015 0.674 0.2033
H 1.5329 1.9456 2.2147 -0.739 0.618 -0.199 0.4766
H 1.1781 -0.7825 1.3126 -0.128 -0.304 0.438 -0.0140
H 2.0560 -0.2140 2.7826 -0.435 0.209 0.198 0.5585
H 3.6939 -0.8774 1.4335 0.298 0.255 0.120 0.3238
H 3.6925 0.8629 0.9716 0.068 -0.015 0.493 0.3952
H 3.1616 0.3306 -1.1262 0.190 0.431 0.594 0.3863
H 2.5420 -1.7970 -2.0015 0.661 -0.070 0.185 0.3560
H 2.0723 -2.2360 -0.3464 -0.030 -0.166 -0.111 0.3931
H -0.6435 -1.7798 -2.4631 -0.321 0.699 -0.210 0.5302
H 1.9880 3.8292 0.8435 0.223 0.170 0.928 0.3404
H 2.3016 4.5092 2.2739 0.269 -1.598 -1.334 0.3239
O 2.4345 3.6808 1.7157 -0.362 1.514 0.685 -0.6985
H 3.7316 0.2061 -3.2173 -1.074 -0.221 0.630 0.3187
H 3.6882 1.5421 -2.7208 -0.665 0.627 0.351 0.2972
O 3.1191 0.7573 -2.6626 2.255 0.350 -2.603 -0.7386
H -2.1308 -2.6742 0.1134 0.813 -0.718 -0.462 0.3167
H -0.6651 -2.8863 -0.6126 -0.640 -0.348 0.101 0.3295
O -1.1538 -2.4815 0.1127 -0.547 0.472 0.531 -0.7169
H 0.5873 3.3430 -1.2573 0.137 0.159 -0.269 0.2997
H -0.1744 3.1266 0.0429 0.179 0.406 0.128 0.3760
O 0.6602 3.5080 -0.3138 -0.569 -0.565 -0.111 -0.6942
H -2.7280 -0.0677 -1.3045 0.472 -0.312 -0.628 0.3156
H -2.1292 -0.6243 0.0743 -0.424 0.273 -1.125 0.3443
O -2.8355 -0.0836 -0.3509 -0.054 0.119 1.922 -0.5863
H -5.1879 -0.1211 2.3917 0.517 -0.358 0.217 0.3179
H -4.2432 0.0154 1.2330 0.414 -0.400 0.220 0.3166
O -4.2748 -0.3574 2.1386 -1.111 0.616 -0.715 -0.6655
H -2.4675 -0.1732 -3.8305 0.049 -0.363 1.104 0.2819
H -1.2101 0.0526 -3.0178 -0.295 -0.017 0.188 0.3568
O -2.0996 -0.3633 -2.9327 0.276 0.667 -1.601 -0.6962
H -0.1191 -3.2961 1.4956 0.597 0.084 0.559 0.3339
H 1.0215 -3.3848 2.6594 -0.633 -0.098 -0.609 0.2878
O 0.8271 -3.4369 1.7078 0.256 0.097 0.091 -0.6175
H -1.8198 1.4441 0.3189 0.013 0.464 0.481 0.3377
H -1.9910 2.1027 1.7310 0.126 0.025 0.116 0.3238
O -1.4020 2.0724 0.9626 -0.313 -0.453 -0.983 -0.7806
H -2.1881 0.2971 2.7232 -0.010 -1.093 -0.510 0.2756
H -3.1344 1.1636 3.4048 -1.174 0.105 0.372 0.3624
O -2.2090 0.9861 3.3663 1.190 0.931 0.488 -0.6496
H 1.5209 0.6717 -3.2740 -1.612 0.516 -0.762 0.3346
H 0.7933 0.3096 -4.5379 0.083 -0.924 -1.867 0.3097
O 0.6308 0.7658 -3.7455 1.015 0.999 2.168 -0.6285
H -4.3189 -2.6133 -0.0629 0.353 -0.413 -0.142 0.3193
H -4.0862 -3.4772 1.1382 0.403 -0.203 -0.471 0.3323
O -3.7659 -3.3682 0.2204 -0.766 0.841 0.613 -0.6907
```
Forces are in eV/Å.

Calculated values
- Gap between HOMO and LUMO: 8.82 eV
- Energy: -36356.6936 eV
- Total charge: +1
- Strongest force on any atom: 3.46 eV/Å
- Energy above the lowest of the compared OMol25 structures with the same formula, charge and spin: 0.000 eV
- M: 335.3 u
- 2S+1: 1

---

- Among the records above, which one has the highest M?
  C4H35N2O14

---

- Which value of energy above the lowest of the compared OMol25 structures with the same formula, charge and spin does entry 1 give?
  3.762 eV

---

- What is the energy in the second record?
  -36356.6936 eV